ORCA calculation (the ωB97M-V functional and the def2-TZVPD basis) on the molecule C4H8N2 at a distorted geometry.

- maximum force (eV/Å) = 2.7
- Kohn-Sham gap (spin up / spin down) (eV) = 8.381 / 7.511
- HOMO level (spin up / spin down) (eV) = -7.472 / -7.118
- calculated total energy (Eh) = -266.51852
- ΔE to the lowest compared entry with this formula, charge and spin (kJ/mol) = 534.2
- charge = 0

The geometry in XYZ format:
```
14
C4H8N2 (the ωB97M-V functional and the def2-TZVPD basis)
C 0.128 -0.769 -0.886
C -0.053 -0.489 0.647
C -0.043 0.554 -0.398
C 0.794 1.705 -0.839
N -1.214 -0.967 1.223
N -2.311 -1.178 0.517
H 1.007 -1.340 -1.177
H -0.768 -1.403 -0.938
H 0.706 -0.590 1.397
H 1.581 1.458 -1.526
H 1.099 2.435 -0.047
H 0.061 2.269 -1.450
H -1.133 -1.413 2.089
H -2.875 -1.836 1.083
```